Molecular formula: CH2AuF
Method: DFT, ωB97M-V with the def2-TZVPD basis set

HOMO level (alpha / beta), eV: -22.19 / -25.58
Charge: +2
2S+1: 3
Relative energy (zero: lowest compared OMol25 entry of this formula, charge and spin), kcal/mol: 0.0
DFT total energy, hartree: -273.7379

CARTESIAN COORDINATES (ANGSTROEM)
H -2.107 0.225 -0.814
Au -0.660 -0.654 -1.346
C 0.588 0.044 0.401
F 1.804 0.414 0.272
H 0.376 -0.029 1.488